# 1
30
Properties=species:S:1:pos:R:3:forces:R:3:mulliken_charge:R:1 method="wB97M-V/def2-TZVPD" max_force_ha_per_bohr=0.0734 smiles=CCCOC.CCCOC relative_energy_ev=2.326 homo_ev=-9.60 homo_lumo_gap_ev=10.58 molar_mass_g_mol=148.25 total_charge=0 e_tot_ev=-12713.6596
C 0.00000 0.00000 0.00000 -1.0 -0.1 -0.1 -1.011
C 1.45488 0.33945 0.10528 0.6 -0.3 0.5 -0.259
C 2.28812 -0.96626 -0.09479 -2.9 0.0 0.9 -0.388
O 3.57235 -0.73993 -0.32539 3.5 1.2 -0.5 -0.379
C 4.28427 -1.86352 -0.76067 0.5 0.0 -0.8 -0.726
H -0.60345 0.91796 0.09903 0.0 -0.5 0.0 0.373
H -0.30731 -0.70960 0.78653 0.0 0.2 -0.3 0.265
H -0.20810 -0.45341 -0.98373 -0.2 0.2 0.4 0.217
H 1.63794 1.15313 -0.62264 0.6 -0.7 0.2 0.286
H 1.61837 0.75204 1.11942 0.3 -0.1 -0.5 0.251
H 2.27596 -1.58607 0.82235 -0.9 0.0 0.0 0.290
H 1.83303 -1.56174 -0.90950 -0.1 0.1 0.0 0.266
H 5.35975 -1.61900 -0.74810 -0.5 -0.1 0.0 0.261
H 3.97701 -2.04543 -1.80428 0.2 -0.3 0.2 0.309
H 4.12705 -2.78881 -0.18126 -0.2 0.4 0.1 0.294
C -4.59867 -1.29619 -2.75218 0.0 0.7 0.8 -0.996
C -3.99253 -2.47108 -3.44460 -0.1 -1.2 -0.7 -0.388
C -3.19414 -3.33430 -2.46020 0.2 0.4 -1.7 -0.547
O -2.11126 -2.55159 -1.97044 -0.6 -1.2 1.1 -0.265
C -1.27023 -3.37663 -1.16184 0.7 0.5 -0.1 -0.607
H -3.76206 -0.67839 -2.38473 -0.5 0.0 0.1 0.218
H -5.14198 -1.70510 -1.88373 0.0 0.5 -0.1 0.268
H -5.28617 -0.65209 -3.32585 0.3 -0.5 0.0 0.328
H -4.77332 -3.16881 -3.80377 0.2 0.4 -0.2 0.291
H -3.37032 -2.18558 -4.31454 -0.2 -0.2 0.5 0.289
H -3.89360 -3.75718 -1.71362 0.6 0.4 0.3 0.359
H -2.78364 -4.17555 -3.05116 -0.1 0.0 0.4 0.327
H -1.79628 -4.15627 -0.58561 -0.1 0.4 -0.3 0.333
H -0.73878 -2.71603 -0.45631 -0.2 -0.3 -0.3 0.083
H -0.52721 -3.86349 -1.81568 -0.1 0.0 0.3 0.256

=====

# 2
30
Properties=species:S:1:pos:R:3:forces:R:3:mulliken_charge:R:1 method="wB97M-V/def2-TZVPD" max_force_ha_per_bohr=0.0101 smiles=CCSSCC.CCCC relative_energy_ev=0.096 homo_ev=-8.88 homo_lumo_gap_ev=9.66 molar_mass_g_mol=180.38 total_charge=0 e_tot_ev=-30291.3564
C -3.68938 -0.75477 1.02879 -0.2 -0.1 0.1 -1.136
C -2.28506 -0.19118 0.88292 0.2 0.1 -0.4 -0.192
S -1.33322 -0.19656 2.43538 0.0 0.0 -0.1 -0.082
S -1.06185 -2.18999 2.77593 0.1 0.0 0.0 -0.108
C 0.46553 -2.54069 1.84841 0.0 -0.2 -0.4 -0.284
C 1.69976 -1.87504 2.43546 0.2 0.1 0.1 -1.052
H -4.21534 -0.72610 0.05969 0.2 0.0 0.3 0.353
H -4.26772 -0.16596 1.76052 0.2 -0.3 -0.3 0.286
H -3.64608 -1.80121 1.37476 -0.1 0.4 -0.1 0.312
H -1.70417 -0.73698 0.11473 -0.3 0.3 0.3 0.153
H -2.30748 0.87674 0.59222 0.0 -0.4 0.1 0.311
H 0.54709 -3.64410 1.88420 0.0 0.5 -0.1 0.357
H 0.30802 -2.24893 0.79224 0.1 -0.2 0.5 0.126
H 1.86815 -2.21788 3.47021 0.0 0.2 -0.4 0.327
H 2.59030 -2.12247 1.83353 -0.3 0.1 0.2 0.327
H 1.57420 -0.77925 2.44394 0.1 -0.4 0.0 0.289
C 0.57297 3.29473 -1.21357 0.0 0.1 0.0 -1.153
C 0.67436 2.07946 -2.13476 -0.1 0.0 -0.2 -0.382
C 1.53382 0.96546 -1.54137 0.1 0.0 0.2 -0.093
C 1.63520 -0.24983 -2.46256 0.0 0.0 0.0 -1.252
H -0.05266 4.08154 -1.66758 0.3 -0.2 0.2 0.346
H 1.57708 3.70971 -1.02337 -0.4 -0.1 0.0 0.318
H 0.12492 3.00174 -0.24920 0.2 0.2 -0.3 0.248
H -0.33936 1.68092 -2.33224 0.4 0.2 0.0 0.272
H 1.10980 2.38743 -3.10481 -0.3 -0.1 0.3 0.305
H 2.54753 1.36399 -1.34388 -0.4 -0.2 0.0 0.310
H 1.09839 0.65748 -0.57132 0.2 0.1 -0.3 0.102
H 2.08326 0.04318 -3.42693 -0.2 -0.2 0.3 0.374
H 0.63110 -0.66479 -2.65277 0.4 0.1 0.0 0.285
H 2.26083 -1.03664 -2.00855 -0.2 0.2 -0.2 0.330

=====

# 3
35
Properties=species:S:1:pos:R:3:forces:R:3:mulliken_charge:R:1 method="wB97M-V/def2-TZVPD" max_force_ha_per_bohr=0.0964 homo_ev=-16.18 homo_lumo_gap_ev=8.06 molar_mass_g_mol=427.28 total_charge=+2 e_tot_ev=-102246.2528
C -0.78158 0.06547 -3.23226 -1.2 -0.1 -0.9 -0.691
I -2.32264 -0.26763 -1.50692 0.3 0.2 -1.5 0.177
H 0.27295 0.09828 -2.94438 -0.3 -0.1 0.3 0.219
H -1.11399 1.00035 -3.69420 0.0 -0.2 0.3 0.406
H -0.99604 -0.78750 -3.88624 0.1 0.2 0.3 0.395
Ga 0.03997 -0.03912 -0.63063 2.3 -0.3 1.9 0.943
P 0.13262 2.29924 0.15684 0.0 1.2 -1.3 0.653
C -1.51217 3.02971 0.42066 -0.1 -0.3 0.2 -1.206
C 1.13406 2.87659 1.55828 0.2 -0.6 0.2 -1.162
H 1.13236 3.97725 1.56913 -0.1 -0.4 -0.1 0.437
H 0.82264 4.29203 -1.00169 0.0 -0.3 -0.2 0.458
H 2.16414 2.51951 1.44016 -0.2 0.1 0.1 0.365
H 1.81016 2.86888 -1.48986 -0.3 0.1 0.0 0.401
H -1.97458 2.60145 1.32043 0.0 0.2 -0.2 0.383
H 0.72532 2.50046 2.50381 0.2 0.2 -0.1 0.417
C 0.79423 3.22301 -1.26269 0.2 0.1 0.0 -1.283
H -1.39466 4.11548 0.55269 -0.1 -0.3 0.0 0.430
H 0.15979 3.07536 -2.14480 0.1 0.1 0.2 0.338
H -2.15987 2.83169 -0.43853 0.1 0.1 0.1 0.360
P 0.17263 -2.30546 0.54163 0.1 -1.3 -1.2 0.552
C -1.45160 -3.03188 0.92227 -0.1 0.3 0.1 -1.202
C 0.82957 -3.43567 -0.72180 0.2 -0.1 0.1 -1.304
H 2.21163 -2.34441 1.83296 -0.2 -0.1 0.1 0.357
H 1.18295 -3.77648 2.15895 -0.1 0.4 -0.1 0.434
H 0.77627 -2.18826 2.89336 0.2 -0.2 -0.1 0.411
C 1.18269 -2.68652 2.00538 0.2 0.6 0.1 -1.184
H 1.84156 -3.11768 -1.00996 -0.3 -0.2 0.1 0.396
H 0.86151 -4.45213 -0.29498 0.0 0.3 -0.3 0.462
H -1.30048 -4.08160 1.21373 -0.1 0.3 -0.1 0.429
H -2.10455 -2.98207 0.04373 0.1 -0.1 0.2 0.356
H 0.18471 -3.42769 -1.60802 0.1 -0.1 0.1 0.337
H -1.92540 -2.48830 1.74944 0.0 -0.2 -0.1 0.380
Cl 2.11225 -0.19664 -1.43318 -0.5 0.1 0.1 -0.347
O -0.97207 0.15458 2.73748 1.3 -0.3 -2.7 -0.225
C -0.53438 0.07974 1.67921 -2.1 0.6 4.5 0.110

=====

# 4
35
Properties=species:S:1:pos:R:3:forces:R:3:mulliken_charge:R:1 method="wB97M-V/def2-TZVPD" max_force_ha_per_bohr=0.0559 relative_energy_ev=0.000 homo_ev="-15.48 / -15.18" homo_lumo_gap_ev="4.18 / 3.63" molar_mass_g_mol=518.73 total_charge=+2 e_tot_ev=-97822.0985
I -0.23943 -1.58983 -3.26307 0.7 1.1 0.1 0.395
I 0.32202 1.81087 -1.95781 -0.7 -0.7 -1.5 0.113
Ga -0.00707 0.14936 0.07462 0.1 -0.6 1.0 0.841
P -2.45949 -0.20023 -0.19386 -0.9 0.0 -0.2 0.602
C -3.30179 1.36798 0.18316 0.3 -0.1 0.0 -1.223
C -3.15806 -0.67756 -1.78608 0.5 -0.2 -0.6 -1.111
H -4.20769 -0.99232 -1.69503 0.3 0.2 0.0 0.443
H -4.29415 -1.44241 0.73699 0.2 0.1 0.0 0.468
H -2.54788 -1.52601 -2.15808 -0.8 0.4 0.2 0.108
H -2.78870 -2.40531 0.69494 -0.1 0.0 0.2 0.390
H -3.01654 2.10511 -0.57494 -0.1 0.0 0.2 0.398
H -3.04895 0.16923 -2.47818 -0.2 -0.3 0.0 0.403
C -3.21331 -1.42305 0.91783 0.5 0.0 0.0 -1.302
H -4.38758 1.19419 0.14814 0.3 0.1 0.0 0.448
H -3.00529 -1.15312 1.94977 -0.1 -0.2 0.1 0.385
H -3.00382 1.71938 1.17646 -0.2 0.0 -0.1 0.339
P 2.47034 -0.08568 -0.15377 1.0 -0.2 -0.3 0.317
C 3.24903 1.52147 0.23513 -0.3 -0.1 0.1 -1.065
C 3.25385 -1.29818 0.94626 -0.3 0.0 0.0 -1.232
H 2.67196 -1.42464 -2.13306 0.4 0.1 0.0 0.254
H 4.24320 -0.64093 -1.66309 -0.4 -0.1 -0.2 0.432
H 2.94587 0.31047 -2.47466 0.2 -0.3 0.1 0.364
C 3.15589 -0.50848 -1.77261 -0.2 0.2 -0.2 -1.054
H 2.85121 -2.28825 0.71173 0.1 0.1 0.1 0.383
H 4.33735 -1.29460 0.77662 -0.2 0.0 0.1 0.453
H 4.34246 1.40308 0.20075 -0.3 0.0 0.0 0.453
H 2.93817 1.84919 1.23313 0.2 0.0 -0.1 0.330
H 3.03205 -1.04993 1.98214 0.1 -0.1 0.1 0.385
H 2.93359 2.26475 -0.50544 0.2 -0.1 0.2 0.340
C -0.02016 2.71556 0.98067 -0.1 2.9 0.3 0.160
O -0.02955 3.85681 0.94291 0.0 -2.7 0.2 -0.136
C -0.00108 -0.52587 1.93499 0.0 0.4 0.6 -1.394
H -0.88124 -0.15744 2.46617 -0.1 -0.1 0.0 0.449
H 0.85333 -0.13650 2.49359 0.1 0.0 -0.1 0.452
H 0.01144 -1.61712 2.02369 0.0 0.1 -0.3 0.412

=====

# 5
32
Properties=species:S:1:pos:R:3:forces:R:3:mulliken_charge:R:1 method="wB97M-V/def2-TZVPD" max_force_ha_per_bohr=0.1262 relative_energy_ev=3.839 homo_ev="-11.91 / -12.00" homo_lumo_gap_ev="8.26 / 8.56" molar_mass_g_mol=161.27 total_charge=+1 e_tot_ev=-13651.6616
C -1.21578 -1.67524 -1.18312 -1.2 0.5 1.8 -1.247
C 0.36147 2.25886 0.58655 -2.8 0.8 1.7 -1.294
C 2.61146 1.63373 -0.16439 -2.1 0.0 -1.4 -1.342
C 0.60027 1.43011 -1.96007 0.2 1.6 1.3 -1.217
C -3.01828 -0.82328 1.58763 -5.6 1.2 3.1 -0.967
C 1.95019 -2.03378 0.23239 0.2 1.1 -1.1 -0.448
C -1.24975 -0.57017 -0.19337 1.7 0.7 0.7 -0.531
C 1.04903 1.34843 -0.39813 1.7 1.6 -2.2 1.266
N 0.91363 0.04277 0.10488 -1.7 -3.3 1.3 -0.155
N -1.66518 -0.96363 1.17998 2.1 3.1 1.7 -0.001
O 1.59571 -0.89711 -0.63269 -0.3 0.4 0.2 -0.336
H -1.89372 -1.44304 -1.97649 0.0 -0.1 -0.9 0.327
H -0.18571 -1.73477 -1.42911 1.1 -0.6 -1.1 0.347
H -1.56619 -2.59120 -0.68958 0.2 -0.1 -0.3 0.377
H -0.66938 2.54113 0.25769 0.5 -0.3 0.0 0.312
H 0.18129 1.57877 1.48584 0.4 1.3 -0.6 0.216
H 0.73023 3.29377 0.95647 0.3 -2.1 -0.9 0.336
H 2.67750 1.58480 0.94180 0.8 0.2 -0.8 0.365
H 2.67976 2.69230 -0.60730 0.8 -1.8 0.8 0.398
H 3.02438 0.74520 -0.72142 0.7 1.6 0.7 0.380
H -0.41632 1.93854 -1.99598 1.3 -0.6 -0.2 0.312
H 1.34811 1.96468 -2.62390 -1.0 -0.4 1.0 0.355
H 0.53958 0.41603 -2.30716 -0.2 -0.4 -0.4 0.278
H -3.54641 0.19541 1.52442 1.6 -1.1 -0.9 0.355
H -3.77692 -1.52838 1.23075 0.8 -0.1 -0.7 0.364
H -3.18722 -0.92401 2.72918 1.1 -0.3 -1.5 0.380
H 0.98903 -2.38769 0.62896 0.6 -0.5 0.0 0.151
H 2.61254 -1.63267 1.01083 -0.3 -0.4 -0.1 0.290
H 2.50623 -2.72268 -0.45397 -0.8 0.4 0.8 0.245
H -1.41546 0.47023 -0.43090 -0.7 -0.2 0.1 0.613
H -1.20772 -0.30699 1.93965 0.0 -1.6 -2.1 0.447
H -1.35638 -1.90010 1.37053 0.4 -0.6 0.1 0.424

=====

# 6
32
Properties=species:S:1:pos:R:3:forces:R:3:mulliken_charge:R:1 method="wB97M-V/def2-TZVPD" max_force_ha_per_bohr=0.0758 relative_energy_ev=2.652 homo_ev="-8.25 / -7.69" homo_lumo_gap_ev="7.89 / 8.21" molar_mass_g_mol=176.24 total_charge=0 e_tot_ev=-20900.6824
C 2.30419 0.61894 -1.37218 -0.1 -1.0 0.7 -1.970
C 1.08194 -1.50968 -2.16221 2.4 2.7 -1.6 -1.623
C 0.00449 0.79397 -1.98839 0.0 1.3 -1.8 -1.918
C -1.73937 1.15796 1.36814 0.9 -0.6 0.1 -1.532
C -0.22631 0.03376 2.91322 -1.6 -0.6 -1.2 -2.075
C 0.68124 2.02314 1.63958 -1.7 -0.9 0.5 -1.619
C 0.94209 -0.17103 -1.35737 1.5 0.4 0.3 1.919
C -0.24642 0.73813 1.57550 0.5 0.0 0.0 1.488
N -2.22948 -3.20005 -0.41872 0.8 1.2 -3.0 -0.508
N -1.88080 -1.88025 -0.80292 -0.5 -0.9 1.9 -0.211
P 0.46741 -0.71921 0.42479 -0.3 0.9 -0.2 -0.159
H 2.20207 1.63541 -1.04861 -0.2 0.4 1.4 0.419
H 3.11676 0.07869 -0.86944 -0.1 0.3 0.0 0.374
H 2.62136 0.89535 -2.35369 0.2 -0.8 -1.4 0.582
H 1.31439 -2.30772 -1.49127 -0.4 -1.0 0.0 0.463
H 2.05221 -1.32682 -2.79673 -1.6 -0.6 1.0 0.396
H 0.29517 -1.58275 -2.92108 -0.1 -0.7 0.7 0.291
H -0.97884 0.40165 -1.94707 -1.2 0.0 -0.1 0.444
H 0.07873 1.77634 -1.51288 -0.4 -0.2 0.3 0.351
H 0.25458 1.05577 -3.08802 -0.2 -0.8 1.5 0.416
H -2.31812 1.61798 2.19112 1.1 0.0 0.2 0.389
H -1.66912 1.87268 0.58831 -0.9 0.4 -1.2 0.353
H -2.32817 0.26476 1.18283 -0.2 0.1 -0.7 0.436
H 0.60229 -0.50800 3.12105 3.5 -1.3 0.3 0.625
H -0.91987 -0.82805 2.91486 -0.7 0.9 0.4 0.419
H -0.28348 0.75533 3.67378 -0.9 0.8 1.4 0.476
H 1.59268 1.87096 2.18275 0.5 -0.5 0.4 0.374
H 0.98411 2.37124 0.66662 -0.4 0.5 -0.3 0.312
H 0.07133 2.73841 2.23424 0.6 0.1 -0.7 0.439
H -1.98596 -3.49121 0.48152 0.3 -0.1 1.8 0.231
H -1.84888 -3.90174 -1.09363 -0.5 1.1 0.6 0.253
H -2.01223 -1.27395 0.06588 -0.1 -1.2 -1.3 0.164